C12H19CuN3S4 | ωB97M-V with the def2-TZVPD basis set

Values from the calculation:
Orbital gap (alpha / beta) ... 0.276 / 0.204 hartree
<S²> ... 0.774
Max |F| ... 2.8 eV/A
Total energy ... -3866.04614 Ha

```
! RIJCOSX wB97M-V def2-TZVPD def2/J DEFGRID3
* xyz 0 2
Cu -0.743 -0.052 -0.005
S -0.662 -2.379 -0.410
S -0.718 2.277 -0.217
C 0.539 -3.174 0.745
C 0.312 -2.436 -1.927
C 1.137 -1.200 -2.179
N 0.300 -0.015 -1.810
C 1.008 1.253 -2.166
C 0.072 2.393 -1.861
H -0.427 -2.595 -2.713
H 0.909 -3.342 -1.893
H 1.399 -1.174 -3.258
H 2.082 -1.223 -1.604
H 1.241 1.278 -3.250
H 1.956 1.352 -1.605
H -0.766 2.445 -2.562
H 0.561 3.364 -1.896
C 0.605 3.117 0.761
H -0.575 -0.066 -2.379
H 1.550 2.547 0.696
H 0.250 3.132 1.806
H 0.715 4.145 0.362
H 0.118 -3.101 1.764
H 1.503 -2.641 0.708
H 0.642 -4.230 0.423
C -2.958 -0.091 -0.059
C -2.508 -0.092 -1.354
H -3.357 0.838 0.371
H -3.509 -0.982 0.289
H -2.641 0.840 -1.955
H -2.685 -0.989 -1.977
S -1.424 -0.363 2.159
C -0.213 -0.026 3.287
C -0.605 0.116 4.671
N -1.014 0.194 5.763
C 1.156 0.094 2.948
S 1.806 -0.024 1.403
C 2.095 0.315 4.028
N 2.847 0.497 4.895
*
```